1.
Below is a structure of composition C30H44N4OP2SiTc in a non-equilibrium geometry, with properties calculated with the ωB97M-V functional and the def2-TZVPD basis.

Values from the calculation:
- HOMO level (alpha / beta) (eV) = -13.29 / -12.44
- E (a.u.) = -2515.9624
- orbital gap (alpha / beta) (eV) = 4.6 / 2.0

ORCA input file:
```
! RIJCOSX wB97M-V def2-TZVPD def2/J DEFGRID3
* xyz 2 4
Tc 0.194 -1.576 0.515
C -1.383 3.170 3.779
C -1.848 2.374 2.803
C -1.564 2.435 1.323
C -0.533 3.489 0.873
C 0.901 3.195 1.175
C 1.434 2.905 2.368
C 1.073 3.642 3.648
C -0.336 4.232 3.695
C 1.837 -2.715 1.255
H -1.709 2.974 4.819
H -2.475 1.511 3.094
H -2.503 2.702 0.812
H -1.288 1.417 1.000
H -0.611 3.556 -0.223
H -0.873 4.452 1.286
H 1.484 2.972 0.273
H 2.361 2.318 2.433
H 1.766 4.488 3.781
H 1.254 2.961 4.486
H -0.416 4.815 4.620
H -0.514 4.939 2.879
H 1.374 -3.334 2.054
H 2.699 -2.204 1.737
H 2.282 -3.400 0.520
P 1.397 -1.387 -1.248
P -2.050 -0.651 -1.216
N 2.674 -0.189 -1.429
N 2.209 -2.667 -2.322
N -2.082 0.870 -2.352
N -3.691 -1.143 -2.026
C 0.302 -0.759 -2.555
C -1.037 -1.510 -2.460
C 3.814 -0.163 -0.614
C 4.792 0.597 -1.259
C 4.244 1.037 -2.502
C 2.955 0.541 -2.580
C 2.464 -3.985 -1.969
C 3.007 -4.651 -3.063
C 3.080 -3.711 -4.134
C 2.599 -2.500 -3.647
C -2.621 2.082 -1.927
C -2.477 3.036 -2.941
C -1.877 2.378 -4.056
C -1.701 1.041 -3.686
C -4.542 -0.432 -2.886
C -5.369 -1.317 -3.579
C -5.050 -2.631 -3.103
C -4.024 -2.490 -2.175
H 0.708 -0.835 -3.572
H 0.194 0.310 -2.335
H -1.540 -1.604 -3.435
H -0.908 -2.526 -2.048
H 3.822 -0.692 0.328
H 5.791 0.772 -0.899
H 4.736 1.597 -3.281
H 2.227 0.647 -3.373
H 2.210 -4.352 -0.988
H 3.289 -5.691 -3.083
H 3.401 -3.906 -5.145
H 2.489 -1.552 -4.150
H -3.116 2.151 -0.973
H -2.761 4.075 -2.875
H -1.596 2.805 -5.004
H -1.282 0.240 -4.275
H -4.478 0.642 -2.976
H -6.089 -1.047 -4.346
H -5.516 -3.564 -3.419
H -3.486 -3.239 -1.616
C 1.740 -2.026 4.293
Si 0.042 -1.279 3.838
C -1.484 -2.080 4.595
C 0.294 0.353 4.793
O -0.203 -0.869 2.267
H 1.893 -1.838 5.369
H 2.544 -1.511 3.745
H 1.850 -3.099 4.097
H -1.459 -1.937 5.691
H -2.388 -1.586 4.207
H -1.599 -3.154 4.391
H 1.259 0.799 4.504
H -0.494 1.064 4.507
H 0.287 0.221 5.889
*
```

***

2.
Below is the ion C11H16N3 with charge +1 in a non-equilibrium geometry, with properties calculated with the ωB97M-V functional and the def2-TZVPD basis.

Values from the calculation:
- SMILES string = CN1C=[N+](C)C=C2C=CC=C[C@@H]2N1C
- HOMO level (eV) = -11.71
- E (a.u.) = -592.6558
- energy above the lowest of the compared OMol25 structures with the same formula, charge and spin (kJ/mol) = 341.3
- orbital gap (eV) = 7.9

ORCA input file:
```
! RIJCOSX wB97M-V def2-TZVPD def2/J DEFGRID3
* xyz 1 1
C 2.134 2.252 0.347
N 1.408 1.045 -0.069
C 1.899 -0.158 0.184
N 1.445 -1.422 0.034
C 2.381 -2.466 0.367
C 0.132 -1.871 -0.204
C -0.967 -1.055 -0.081
C -2.319 -1.415 -0.368
C -3.384 -0.665 -0.171
C -3.224 0.526 0.683
C -1.993 0.980 1.009
C -0.751 0.305 0.572
N 0.036 1.375 -0.209
C -0.321 1.490 -1.576
H 1.859 2.728 1.351
H 3.249 1.971 0.474
H 1.861 3.071 -0.357
H 2.885 -0.122 0.614
H 2.152 -3.395 -0.304
H 2.164 -2.749 1.429
H 3.465 -2.089 0.228
H -0.073 -2.811 -0.775
H -2.293 -2.275 -1.021
H -4.390 -1.102 -0.414
H -4.170 0.984 0.987
H -1.733 1.882 1.483
H -0.124 0.124 1.516
H -1.418 1.669 -1.536
H 0.129 2.479 -1.967
H -0.038 0.714 -2.226
*
```

***

3.
Below is a cluster of 2 separate species, H4O2 in total in a non-equilibrium geometry, with properties calculated with the ωB97M-V functional and the def2-TZVPD basis.

Values from the calculation:
- SMILES string = O.O
- HOMO level (eV) = -10.99
- E (a.u.) = -152.8607
- energy above the lowest of the compared OMol25 structures with the same formula, charge and spin (kJ/mol) = 37.4
- orbital gap (eV) = 11.9

ORCA input file:
```
! RIJCOSX wB97M-V def2-TZVPD def2/J DEFGRID3
* xyz 0 1
O -0.532 -0.047 1.277
H -0.970 0.787 1.443
H 0.129 -0.189 1.922
O 0.040 -0.307 -1.496
H 0.507 0.227 -2.185
H 0.826 -0.472 -0.961
*
```

***

4.
Below is a cluster of 2 separate species, C5H14 in total in a non-equilibrium geometry, with properties calculated with the ωB97M-V functional and the def2-TZVPD basis.

Values from the calculation:
- SMILES string = CCC.CC
- HOMO level (eV) = -11.13
- E (a.u.) = -198.8447
- energy above the lowest of the compared OMol25 structures with the same formula, charge and spin (kJ/mol) = 116.7
- orbital gap (eV) = 12.3

ORCA input file:
```
! RIJCOSX wB97M-V def2-TZVPD def2/J DEFGRID3
* xyz 0 1
C -2.038 -1.705 2.036
C -0.786 -1.732 1.291
C -0.469 -0.304 0.777
H -2.832 -2.104 1.412
H -2.324 -0.660 2.315
H -2.040 -2.210 2.983
H 0.028 -2.175 1.763
H -0.867 -2.467 0.497
H -0.005 -0.431 -0.154
H -1.382 0.295 0.640
H 0.091 0.217 1.469
C 1.631 2.369 -1.735
C 1.581 0.859 -2.061
H 2.601 2.902 -1.650
H 1.047 2.931 -2.460
H 1.164 2.624 -0.877
H 2.094 0.652 -2.953
H 0.421 0.541 -2.103
H 2.084 0.397 -1.189
*
```

***

5.
Below is a cluster of 7 separate species, C28H56O21 in total in a non-equilibrium geometry, with properties calculated with the ωB97M-V functional and the def2-TZVPD basis.

Values from the calculation:
- SMILES string = CCOC(=O)OC.CCOC(=O)OC.CCOC(=O)OC.CCOC(=O)OC.CCOC(=O)OC.CCOC(=O)OC.CCOC(=O)OC
- HOMO level (eV) = -10.73
- E (a.u.) = -2680.5268
- energy above the lowest of the compared OMol25 structures with the same formula, charge and spin (kJ/mol) = 219.3
- orbital gap (eV) = 11.3

ORCA input file:
```
! RIJCOSX wB97M-V def2-TZVPD def2/J DEFGRID3
* xyz 0 1
C 0.250 0.071 4.310
C -0.673 1.297 4.065
O -1.285 1.712 5.272
C -2.588 1.994 5.335
O -3.199 2.113 6.347
O -3.088 2.223 4.113
C -4.459 2.560 4.031
H -0.172 -0.543 5.099
H 1.290 0.364 4.474
H 0.400 -0.373 3.322
H -1.441 0.968 3.370
H 0.002 1.973 3.536
H -4.693 3.358 4.738
H -5.067 1.676 4.229
H -4.694 2.937 3.038
C 3.073 -1.465 2.433
C 3.391 -0.779 1.087
O 3.379 -1.744 0.057
C 3.729 -1.271 -1.130
O 4.190 -0.200 -1.418
O 3.540 -2.248 -2.029
C 3.715 -1.987 -3.404
H 3.141 -0.770 3.266
H 3.774 -2.296 2.522
H 2.057 -1.861 2.404
H 4.298 -0.176 1.170
H 2.634 0.006 0.997
H 3.640 -0.949 -3.718
H 2.978 -2.574 -3.956
H 4.674 -2.432 -3.682
C -6.234 -4.090 -0.083
C -7.465 -3.442 -0.720
O -8.336 -4.468 -1.194
C -9.324 -4.866 -0.428
O -9.600 -4.460 0.674
O -9.948 -5.868 -1.034
C -11.058 -6.419 -0.350
H -5.696 -4.739 -0.771
H -6.463 -4.583 0.860
H -5.519 -3.308 0.192
H -7.184 -2.845 -1.584
H -7.961 -2.792 -0.001
H -10.712 -6.892 0.567
H -11.539 -7.152 -0.997
H -11.890 -5.746 -0.132
C 0.726 -3.437 -2.290
C 1.436 -4.101 -1.122
O 0.516 -4.015 -0.027
C 0.950 -4.419 1.152
O 2.010 -4.938 1.405
O 0.051 -4.125 2.091
C 0.362 -4.333 3.444
H 0.280 -2.465 -2.059
H -0.061 -4.045 -2.731
H 1.460 -3.146 -3.049
H 2.438 -3.716 -0.953
H 1.505 -5.138 -1.462
H 0.461 -5.386 3.713
H -0.307 -3.830 4.134
H 1.364 -3.940 3.645
C 4.861 8.780 0.154
C 4.796 7.547 1.053
O 4.515 6.448 0.190
C 3.356 5.833 0.185
O 2.461 6.012 0.972
O 3.186 5.042 -0.886
C 4.094 5.056 -1.979
H 5.617 8.674 -0.621
H 5.114 9.645 0.768
H 3.867 8.880 -0.281
H 4.056 7.662 1.845
H 5.720 7.440 1.625
H 3.561 4.951 -2.924
H 4.922 4.357 -1.935
H 4.415 6.093 -2.126
C 1.304 2.263 0.432
C -0.077 1.610 0.420
O -0.115 0.265 0.886
C -0.940 -0.629 0.377
O -1.362 -0.636 -0.746
O -1.293 -1.451 1.334
C -2.161 -2.516 0.989
H 1.873 2.278 1.366
H 1.199 3.343 0.298
H 1.962 1.842 -0.331
H -0.582 1.628 -0.544
H -0.608 2.218 1.158
H -1.781 -3.142 0.182
H -3.097 -2.075 0.648
H -2.255 -3.241 1.789
C 0.554 1.156 -3.104
C 1.117 2.568 -3.255
O 2.525 2.498 -3.529
C 2.899 2.232 -4.772
O 2.236 2.296 -5.780
O 4.180 1.922 -4.770
C 4.856 1.469 -5.935
H -0.530 1.259 -3.106
H 0.857 0.801 -2.119
H 0.938 0.457 -3.842
H 1.061 3.111 -2.312
H 0.549 3.180 -3.955
H 4.564 0.436 -6.132
H 5.914 1.419 -5.696
H 4.615 2.135 -6.757
*
```

***

6.
Below is a structure of composition C3H9N5 in a non-equilibrium geometry, with properties calculated with the ωB97M-V functional and the def2-TZVPD basis.

Values from the calculation:
- HOMO level (alpha / beta) (eV) = -19.12 / -19.08
- E (a.u.) = -392.5853
- energy above the lowest of the compared OMol25 structures with the same formula, charge and spin (kJ/mol) = 695.0
- orbital gap (alpha / beta) (eV) = 7.4 / 6.7

ORCA input file:
```
! RIJCOSX wB97M-V def2-TZVPD def2/J DEFGRID3
* xyz 2 1
C 1.520 0.593 1.052
C 0.093 -1.257 -1.286
C -1.415 0.213 0.033
N 1.732 -0.598 0.808
N 0.502 1.517 0.940
N -0.700 -0.083 -1.139
N 0.604 -1.726 -0.099
N -0.796 1.228 0.891
H 2.425 1.029 1.510
H -0.542 -2.103 -1.670
H 0.818 -1.129 -2.118
H -2.392 0.639 -0.245
H -1.614 -0.687 0.634
H 0.728 2.462 1.260
H -0.671 0.609 -1.877
H 1.135 -2.589 -0.048
H -1.426 1.881 1.355
*
```

***

7.
Below is a cluster of 2 separate species, C5H11NO2 in total in a non-equilibrium geometry, with properties calculated with the ωB97M-V functional and the def2-TZVPD basis.

Values from the calculation:
- SMILES string = C=C(C)N.O=CCO
- HOMO level (eV) = -8.26
- E (a.u.) = -402.2828
- energy above the lowest of the compared OMol25 structures with the same formula, charge and spin (kJ/mol) = 250.3
- orbital gap (eV) = 8.9

ORCA input file:
```
! RIJCOSX wB97M-V def2-TZVPD def2/J DEFGRID3
* xyz 0 1
C 0.667 -1.334 0.609
C 0.017 -0.277 1.175
C 0.730 0.973 1.583
N -1.301 -0.344 1.552
H 0.161 -2.283 0.512
H 1.742 -1.385 0.647
H 0.746 1.047 2.671
H 1.743 0.973 1.188
H 0.207 1.845 1.188
H -1.788 0.537 1.612
H -1.843 -1.073 1.111
O 1.563 -1.047 -2.098
C 0.487 -0.757 -1.625
C -0.049 0.758 -1.650
O -1.384 0.921 -1.234
H -0.397 -1.421 -1.699
H 0.076 1.071 -2.698
H 0.576 1.429 -1.062
H -1.952 0.365 -1.780
*
```

***

8.
Below is a structure of composition C44H42F4N8PSV in a non-equilibrium geometry, with properties calculated with the ωB97M-V functional and the def2-TZVPD basis.

Values from the calculation:
- HOMO level (alpha / beta) (eV) = -7.16 / -7.41
- E (a.u.) = -4222.7458
- orbital gap (alpha / beta) (eV) = 7.1 / 5.9

ORCA input file:
```
! RIJCOSX wB97M-V def2-TZVPD def2/J DEFGRID3
* xyz 0 3
V 0.329 1.291 0.443
C -0.407 1.882 5.104
C 0.323 2.226 3.811
C 1.477 3.215 3.972
P 0.862 0.798 2.710
C 2.497 0.280 3.506
C 3.107 -0.959 2.864
C 2.533 0.100 5.023
C -0.409 -0.492 2.904
C -0.654 -1.242 4.049
C -1.667 -2.190 4.107
C -1.941 -2.974 5.356
C -2.444 -2.387 2.969
C -2.228 -1.659 1.822
C -1.212 -0.688 1.750
N -0.984 0.040 0.624
C -1.878 -0.119 -0.468
C -3.086 0.606 -0.564
C -3.682 1.402 0.562
C -3.860 0.590 -1.739
C -3.457 -0.249 -2.730
C -4.869 -1.338 -4.615
C -2.359 -1.098 -2.564
C -1.518 -1.047 -1.479
C -0.304 -1.911 -1.371
H -0.841 2.792 5.517
H 0.236 1.447 5.863
H -1.217 1.186 4.896
H -0.410 2.718 3.161
H 2.217 2.887 4.698
H 1.096 4.180 4.302
H 1.967 3.355 3.006
H 3.136 1.135 3.240
H 2.624 -1.865 3.224
H 4.163 -1.023 3.124
H 3.024 -0.909 1.784
H 1.957 -0.771 5.325
H 2.175 0.967 5.566
H 3.568 -0.073 5.323
H -0.058 -1.079 4.934
H -1.103 -2.918 6.046
H -2.140 -4.017 5.116
H -2.822 -2.580 5.863
H -3.245 -3.113 2.996
H -2.862 -1.812 0.960
H -3.324 1.071 1.534
H -4.767 1.292 0.533
H -3.459 2.461 0.433
H -4.726 1.231 -1.822
H -5.663 -0.599 -4.539
H -5.087 -2.171 -3.952
H -4.817 -1.700 -5.638
H -1.767 -1.993 -4.406
H -0.231 -2.554 -2.246
H -0.370 -2.536 -0.478
H 0.597 -1.295 -1.303
C 5.229 1.361 -2.602
N 4.699 0.031 -2.551
C 4.928 -0.979 -3.445
C 4.305 -2.084 -2.995
N 3.680 -1.764 -1.799
C 3.905 -0.425 -1.540
S 3.405 0.526 -0.292
C 3.039 -2.670 -0.960
C 3.169 -4.050 -1.153
C 2.520 -4.896 -0.276
C 1.755 -4.355 0.750
C 1.678 -2.978 0.846
N 2.312 -2.159 0.022
H 5.811 1.476 -3.513
H 5.864 1.543 -1.732
H 4.420 2.093 -2.586
H 5.516 -0.836 -4.326
H 4.225 -3.048 -3.449
H 3.768 -4.455 -1.950
H 2.596 -5.967 -0.404
H 1.236 -4.985 1.452
H 1.081 -2.495 1.611
C -0.763 2.617 1.111
H -0.501 3.678 1.098
H -1.726 2.473 1.585
F 0.682 1.239 -2.259
C -0.290 1.806 -3.046
C -0.946 0.959 -3.898
F -0.385 -0.258 -4.085
C -2.110 1.334 -4.603
C -2.331 2.732 -4.610
C -1.588 3.607 -3.850
F -1.907 4.911 -3.895
C -0.577 3.182 -2.954
C 0.080 4.033 -2.019
C 0.902 3.466 -1.066
N 1.498 2.900 -0.241
C -0.129 5.416 -1.933
N -0.256 6.551 -1.804
F -3.380 3.223 -5.286
C -3.093 0.408 -5.075
C -3.555 -0.716 -4.185
N -2.532 -1.737 -3.798
C -3.835 0.678 -6.210
N -4.423 0.824 -7.194
*
```